76
Properties=species:S:1:pos:R:3:forces:R:3 method="wB97M-V/def2-TZVPD" homo_lumo_gap_ev=5.84 total_charge=-1 fmax_ha_per_bohr=0.0059 relative_energy_kj_mol=21.1
K -0.162 0.369 -0.413 0.143 0.124 -0.179
C 0.228 0.251 3.253 -0.061 0.043 -0.073
N -0.825 -0.219 2.362 -0.105 0.015 0.077
C -1.209 -1.578 2.708 -0.038 -0.021 -0.027
C -1.615 -2.458 1.538 0.022 0.045 0.086
C -2.465 -3.539 1.751 -0.014 0.078 0.012
C -2.764 -4.373 0.690 -0.026 -0.048 -0.068
C -2.217 -4.098 -0.554 -0.042 -0.003 0.025
C -1.391 -2.992 -0.674 0.036 0.091 -0.005
N -1.085 -2.194 0.350 0.043 -0.202 -0.082
C -1.963 0.708 2.385 -0.061 -0.111 -0.069
C -3.109 0.237 1.518 0.082 0.035 0.161
C -4.341 -0.073 2.083 -0.031 0.021 -0.052
C -5.372 -0.495 1.260 -0.008 0.002 -0.016
C -5.139 -0.595 -0.101 -0.031 -0.009 0.031
C -3.875 -0.270 -0.574 0.041 -0.007 -0.030
N -2.882 0.130 0.209 -0.158 0.017 0.054
C 0.826 1.578 2.855 -0.011 -0.106 0.025
C 1.002 2.572 3.802 0.094 0.066 -0.026
C 1.666 3.733 3.431 -0.011 -0.007 0.018
C 2.118 3.853 2.134 -0.006 0.030 -0.056
C 1.863 2.816 1.245 -0.035 -0.035 0.054
N 1.234 1.699 1.589 0.086 0.163 0.239
H 1.029 -0.493 3.234 0.020 0.011 -0.014
H -0.131 0.326 4.294 -0.005 -0.011 0.004
H -2.019 -1.594 3.457 0.019 0.003 0.011
H -0.353 -2.064 3.183 0.027 -0.008 -0.037
H -2.890 -3.710 2.733 0.003 0.005 0.003
H -3.424 -5.221 0.829 -0.001 0.001 -0.006
H -2.432 -4.713 -1.417 0.000 -0.001 -0.005
H -0.962 -2.717 -1.633 0.019 -0.016 -0.011
H -1.639 1.692 2.033 0.019 -0.026 0.001
H -2.330 0.830 3.419 -0.019 -0.006 0.004
H -4.484 0.020 3.152 0.008 0.011 0.004
H -6.342 -0.741 1.674 -0.001 0.000 0.001
H -5.913 -0.915 -0.785 0.007 -0.002 -0.012
H -3.646 -0.337 -1.632 -0.008 -0.007 -0.009
H 0.623 2.442 4.807 -0.005 -0.013 -0.002
H 1.813 4.534 4.145 -0.006 0.001 -0.002
H 2.619 4.747 1.790 0.004 -0.001 -0.013
H 2.168 2.896 0.210 -0.001 0.001 -0.033
C 4.652 0.499 -3.036 0.045 0.008 -0.008
C 4.175 0.080 -1.685 -0.017 0.062 -0.055
C 4.829 -0.047 -0.473 -0.005 -0.007 -0.007
C 3.837 -0.491 0.424 -0.057 0.015 0.087
N 2.673 -0.628 -0.193 0.056 0.015 -0.062
N 2.900 -0.270 -1.471 -0.069 -0.061 0.059
C 3.945 -0.741 1.893 0.014 -0.018 0.009
H 5.683 0.845 -2.979 -0.005 0.001 -0.011
H 4.038 1.305 -3.438 -0.007 0.008 0.009
H 4.604 -0.329 -3.746 0.004 -0.008 0.003
H 5.868 0.155 -0.269 0.006 0.000 0.002
H 2.075 -0.287 -2.142 0.015 -0.017 -0.014
H 4.925 -1.140 2.159 -0.003 0.003 0.001
H 3.184 -1.457 2.204 -0.005 -0.002 -0.002
H 3.791 0.181 2.460 0.000 0.009 0.000
F -1.219 3.894 1.688 0.042 0.018 0.019
B -1.276 4.031 0.280 -0.057 0.021 -0.005
F -1.654 2.771 -0.258 0.083 -0.106 -0.009
F -0.009 4.375 -0.220 0.055 0.011 0.000
F -2.215 5.000 -0.072 -0.046 0.007 0.022
C 1.269 -2.825 -3.231 -0.003 -0.023 -0.016
C 0.607 -1.583 -3.753 -0.004 -0.033 0.116
C -0.037 -1.385 -4.960 -0.039 0.059 -0.040
C -0.381 -0.005 -5.002 -0.014 -0.140 0.019
C 0.066 0.539 -3.813 -0.049 0.190 0.060
C -0.081 1.953 -3.319 0.027 -0.142 -0.003
N 0.666 -0.416 -3.039 0.009 -0.034 -0.140
H 2.285 -2.952 -3.622 0.000 0.009 0.003
H 0.705 -3.722 -3.502 0.015 -0.008 -0.005
H 1.354 -2.792 -2.142 -0.004 0.002 0.009
H -0.218 -2.132 -5.722 0.001 -0.001 -0.004
H -0.899 0.519 -5.793 -0.009 0.010 0.004
H -0.267 2.638 -4.148 0.003 -0.010 -0.009
H 0.825 2.294 -2.809 0.006 0.019 -0.003
H -0.909 2.082 -2.614 0.015 0.020 -0.016

11
Properties=species:S:1:pos:R:3:forces:R:3 method="wB97M-V/def2-TZVPD" homo_lumo_gap_ev=7.71 total_charge=-1 fmax_ha_per_bohr=0.0863 relative_energy_kj_mol=0.0
C -0.011 0.096 0.095 1.345 -1.612 -1.400
C -0.296 0.629 -1.305 -0.179 -2.578 0.754
Br -0.145 2.462 -1.460 0.281 1.241 0.070
C -0.615 -0.095 -2.374 -0.091 1.838 -0.583
Cl -0.914 -1.804 -2.261 0.138 0.029 -0.140
C -0.911 0.746 -3.783 -1.069 -2.478 2.922
O -0.071 0.671 -4.608 3.396 -0.116 -2.858
O -2.009 1.232 -3.734 -2.650 1.471 0.045
H 1.158 0.306 0.211 -2.642 -0.648 0.670
H -0.702 0.556 0.768 0.254 0.832 0.895
H -0.328 -1.034 0.171 1.216 2.019 -0.376

16
Properties=species:S:1:pos:R:3:forces:R:3 method="wB97M-V/def2-TZVPD" homo_lumo_gap_ev=9.81 fmax_ha_per_bohr=0.0957 smiles="CO[C@@H]1OC(=O)C=C1N" relative_energy_kj_mol=327.3
C 0.672 -0.167 -2.156 0.173 -2.923 0.664
O 0.732 1.008 -1.365 0.888 0.335 1.242
C 0.606 0.854 0.060 1.071 -1.550 0.076
O 1.178 -0.478 0.539 -1.078 2.629 -0.258
C 0.160 -1.211 1.082 -1.991 -0.499 -0.971
O 0.331 -2.365 1.374 -0.002 0.713 0.410
C -1.207 -0.476 0.952 3.453 1.446 -0.218
C -0.909 0.739 0.373 0.583 -1.817 0.855
N -1.595 1.815 -0.041 -0.789 3.144 -3.703
H 0.913 -1.154 -1.331 -0.771 2.779 -3.231
H -0.387 -0.246 -2.617 1.749 -0.160 0.676
H 1.485 -0.128 -3.007 -1.614 -0.010 1.851
H 1.267 1.667 0.584 -1.720 -1.387 -1.097
H -2.086 -0.912 1.370 -0.464 -0.008 -0.099
H -2.592 2.050 0.080 0.935 -1.116 0.355
H -1.290 2.259 -1.039 -0.422 -1.574 3.448

88
Properties=species:S:1:pos:R:3:forces:R:3 method="wB97M-V/def2-TZVPD" multiplicity=5 homo_lumo_gap_ev="7.50 / 5.52" total_charge=+3 fmax_ha_per_bohr=0.0146 relative_energy_kj_mol=79.2
Pt 1.316 -0.005 -0.259 0.287 0.270 0.642
C -1.545 -4.755 -1.454 -0.028 0.014 0.006
Si 0.180 -5.430 -1.630 0.004 -0.045 -0.030
C 0.531 -6.705 -0.323 0.019 0.014 0.017
C 0.539 -6.020 -3.354 -0.033 0.021 0.020
C 1.517 -4.067 -1.293 -0.040 0.098 0.027
C 2.863 -4.480 -1.285 0.049 0.005 0.011
C 3.889 -3.604 -1.004 -0.017 -0.056 -0.030
C 3.593 -2.265 -0.701 -0.015 0.030 0.035
N 2.350 -1.836 -0.700 -0.005 -0.106 0.135
C 1.334 -2.706 -1.010 -0.002 -0.045 -0.094
S -0.145 -1.848 -1.023 0.009 0.003 -0.073
H -2.234 -5.595 -1.572 0.007 -0.009 -0.003
H -1.803 -4.024 -2.221 0.000 0.004 0.011
H -1.733 -4.324 -0.468 -0.001 0.004 -0.008
H -0.242 -7.476 -0.349 -0.004 0.001 -0.010
H 0.526 -6.264 0.676 -0.001 -0.036 0.009
H 1.488 -7.208 -0.474 0.009 0.012 0.022
H -0.074 -6.896 -3.574 -0.007 0.004 -0.009
H 1.582 -6.315 -3.483 0.000 -0.001 -0.016
H 0.302 -5.255 -4.095 0.024 -0.018 -0.022
H 3.102 -5.514 -1.504 0.008 0.002 0.007
H 4.920 -3.930 -1.003 0.000 0.003 -0.004
H 4.371 -1.551 -0.462 -0.003 -0.002 0.012
C -1.107 1.863 -1.267 0.029 0.120 0.219
N -1.898 1.815 -0.011 -0.078 -0.039 0.078
C -1.258 1.690 1.315 0.057 0.114 -0.007
P -0.033 0.322 1.656 -0.065 -0.113 -0.152
C 0.810 0.884 3.135 -0.039 0.016 -0.005
C 0.189 0.772 4.382 -0.031 0.073 -0.027
C 0.844 1.227 5.514 0.013 0.003 0.014
C 2.114 1.781 5.410 -0.011 -0.006 0.003
C 2.743 1.874 4.175 -0.002 -0.013 -0.009
C 2.094 1.422 3.038 0.058 -0.096 0.022
C -1.002 -1.124 2.108 0.024 -0.022 -0.131
C -0.286 -2.221 2.599 -0.023 -0.004 0.011
C -0.949 -3.397 2.908 0.001 0.010 0.002
C -2.323 -3.493 2.711 0.014 -0.006 0.003
C -3.034 -2.413 2.209 -0.015 0.019 -0.002
C -2.377 -1.227 1.907 0.005 -0.003 -0.046
C -3.231 2.056 -0.099 0.060 -0.078 0.038
C -4.009 2.437 1.041 -0.061 0.019 0.002
C -5.348 2.683 0.911 0.016 -0.006 -0.014
C -5.980 2.554 -0.336 0.014 -0.002 0.001
C -5.236 2.177 -1.465 -0.015 0.008 0.014
C -3.894 1.940 -1.362 -0.038 0.000 -0.019
P 0.702 2.118 -0.988 0.083 -0.117 -0.576
C 1.545 2.065 -2.587 -0.015 0.004 0.161
C 1.366 0.956 -3.422 -0.375 -0.043 -0.141
C 2.217 0.728 -4.484 0.086 0.188 -0.086
C 3.263 1.617 -4.726 -0.014 -0.031 0.025
C 3.445 2.723 -3.908 -0.065 0.001 0.051
C 2.600 2.944 -2.826 0.037 0.039 -0.110
C 0.828 3.808 -0.378 -0.076 -0.137 -0.006
C 1.381 4.155 0.850 0.041 -0.005 0.003
C 1.435 5.490 1.227 0.003 0.003 0.008
C 0.944 6.472 0.379 0.003 -0.017 0.007
C 0.395 6.127 -0.851 -0.014 -0.001 -0.030
C 0.334 4.798 -1.235 -0.008 0.078 0.075
H -1.502 2.677 -1.873 0.051 0.005 -0.042
H -1.207 0.927 -1.821 -0.076 -0.013 0.014
H -2.031 1.568 2.065 0.027 0.002 0.001
H -0.723 2.615 1.548 0.026 -0.001 -0.051
H -0.792 0.322 4.471 -0.004 -0.002 0.005
H 0.369 1.141 6.482 -0.003 -0.001 -0.002
H 2.624 2.126 6.299 -0.004 0.002 0.000
H 3.743 2.282 4.104 -0.001 -0.001 -0.003
H 2.599 1.458 2.078 0.005 -0.004 0.001
H 0.784 -2.145 2.763 -0.001 -0.004 0.008
H -0.399 -4.234 3.316 -0.004 -0.003 -0.003
H -2.842 -4.409 2.959 0.003 -0.001 0.000
H -4.103 -2.489 2.063 0.001 0.004 0.002
H -2.952 -0.393 1.520 -0.007 -0.008 0.004
H -3.552 2.608 2.003 0.004 0.006 -0.022
H -5.918 3.000 1.773 -0.012 0.002 -0.008
H -7.040 2.750 -0.427 0.001 -0.002 -0.003
H -5.728 2.065 -2.422 -0.010 0.003 0.005
H -3.355 1.619 -2.240 0.022 0.002 0.004
H 0.512 0.300 -3.279 0.109 -0.116 0.067
H 2.064 -0.121 -5.135 -0.025 0.013 -0.012
H 3.929 1.450 -5.562 0.003 0.003 0.004
H 4.249 3.419 -4.107 0.007 -0.008 0.001
H 2.764 3.799 -2.184 0.016 -0.003 0.003
H 1.777 3.400 1.514 -0.001 -0.018 0.000
H 1.870 5.763 2.179 0.003 0.000 -0.001
H 0.995 7.512 0.672 -0.002 0.001 -0.002
H 0.023 6.895 -1.516 0.003 0.004 0.004
H -0.070 4.542 -2.208 0.010 0.012 -0.005

16
Properties=species:S:1:pos:R:3:forces:R:3 method="wB97M-V/def2-TZVPD" homo_lumo_gap_ev="7.89 / 7.89" total_charge=+2 fmax_ha_per_bohr=0.1187 relative_energy_kj_mol=474.6
C 0.390 1.589 0.722 -0.554 -0.385 6.064
C 0.341 -1.694 -1.367 1.331 -1.978 -2.329
N 0.163 1.344 1.872 -0.134 -0.813 -0.749
N -0.875 0.085 -0.587 -0.563 -0.155 -0.987
N 0.755 2.275 -0.264 1.281 1.568 -1.530
N -0.059 0.603 3.004 1.817 -1.013 -3.398
N -0.842 -1.083 -0.957 -1.772 -0.103 1.410
H 0.282 -2.026 -2.466 -0.173 0.744 1.262
H 1.137 -0.989 -1.239 0.684 0.005 0.090
H 0.450 -2.677 -0.870 0.113 0.606 0.220
H -1.806 0.413 -0.278 -0.030 -0.515 -0.055
H 1.336 3.130 -0.242 -0.251 -0.663 0.456
H 0.621 1.873 -1.156 -0.357 -0.119 -1.221
H 0.625 -0.179 3.128 -0.682 1.376 0.198
H -0.428 1.087 3.778 -0.477 0.841 0.849
H -1.632 -1.746 -0.822 -0.232 0.604 -0.281

14
Properties=species:S:1:pos:R:3:forces:R:3 method="wB97M-V/def2-TZVPD" homo_lumo_gap_ev=10.26 total_charge=+1 fmax_ha_per_bohr=0.0842 relative_energy_kj_mol=758.6
C 0.770 -0.792 -0.208 0.595 0.212 0.254
C -2.084 -1.735 0.404 -0.255 -1.017 0.431
C -1.656 -1.149 -0.834 2.131 -0.324 0.152
C 3.226 -0.726 0.525 -1.546 -1.905 1.694
C -3.026 0.699 0.310 -2.284 1.734 -3.246
N 1.874 -0.722 0.126 -1.279 -0.580 -1.320
N -2.373 -0.492 -0.001 -0.399 -0.407 -1.621
H -0.859 -1.155 -1.601 -1.455 0.169 -0.118
H 3.075 -0.960 1.598 1.287 -0.003 -0.448
H 3.838 -1.404 -0.046 -0.075 -0.462 0.046
H 3.533 0.229 0.377 1.414 2.823 -0.077
H -2.409 1.538 0.043 0.419 0.403 0.531
H -3.412 0.584 1.242 -0.515 0.309 3.117
H -4.008 0.892 -0.315 1.962 -0.950 0.604

Number 1: energy -68937.724 eV. Number 2: energy -90857.148 eV. Number 3: energy -12928.791 eV. Number 4: energy -85638.078 eV. Number 5: energy -9648.631 eV. Number 6: energy -8264.915 eV.